ORCA calculation (ωB97M-V/def2-TZVPD) on a structure of composition C28H24N2O8P2RuSSi.

Properties
* charge: -2
* ⟨S²⟩: 6.0332
* E_HOMO (alpha / beta): -0.017 / -0.068 Eh
* 2S+1: 5
* Kohn-Sham gap (alpha / beta): 4.81 / 6.18 eV

Positions of all 67 atoms, in Å:
Ru (0.9537, -0.5874, -0.5210)
S (1.0043, 0.3623, 2.7001)
P (1.7889, -2.1566, -3.3272)
P (2.9053, 0.5072, -2.6955)
Si (-0.7175, 1.2686, 0.1794)
O (1.7155, 0.8580, -1.7636)
O (4.0409, -0.1790, -1.8311)
O (0.8488, -2.4030, -4.6279)
O (3.4548, 1.5747, -3.5443)
O (0.8251, -1.9864, -2.1533)
O (2.8384, -3.1848, -3.3076)
O (2.9370, -1.3079, 0.3215)
O (2.3424, -0.6776, -3.6581)
N (0.0239, -4.0834, 1.6482)
N (0.1730, -2.1988, 0.5801)
C (2.4991, -3.6595, 3.0639)
C (1.1624, 4.9032, -0.5069)
C (-3.3152, 3.1172, 2.9263)
C (-1.0675, -2.7477, 0.3253)
C (-3.7742, 2.0586, 3.6940)
C (0.3578, 5.5425, -1.4420)
C (-1.0872, 3.6181, -1.4800)
C (-1.3834, 0.4316, -2.4978)
C (-2.1629, -0.1154, -3.5078)
C (-3.4091, -0.6551, -3.2157)
C (-2.4238, 2.8858, 1.8795)
C (4.7583, -2.9061, 2.9856)
C (4.4708, -2.1394, 1.8856)
C (-1.8285, 0.4701, -1.1668)
C (0.8256, -3.0218, 1.3787)
C (3.7666, -3.6781, 3.6098)
C (-1.9693, 1.6010, 1.5775)
C (0.8163, 0.6877, 1.1195)
C (0.8386, 3.6280, -0.0629)
C (-0.2930, 2.9572, -0.5394)
C (-0.7698, 4.8967, -1.9285)
C (-3.3274, 0.7697, 3.4197)
C (2.1787, -2.9073, 1.9295)
C (-2.4320, 0.5504, 2.3820)
C (-1.1860, -3.9122, 1.0046)
C (-3.0990, -0.0515, -0.9034)
C (3.1648, -2.0781, 1.3181)
C (-3.8784, -0.6173, -1.9101)
H (3.9797, -4.2586, 4.4977)
H (-2.0747, 3.7269, 1.2898)
H (1.4846, 3.1203, 0.6448)
H (3.7702, -0.6486, -1.0060)
H (-3.6640, -0.0628, 4.0276)
H (5.2269, -1.5264, 1.4100)
H (0.3093, -4.8791, 2.1863)
H (-0.4091, 0.8429, -2.7415)
H (-2.0672, -0.4584, 2.2076)
H (0.6193, 6.5310, -1.8031)
H (-1.7945, -0.1194, -4.5283)
H (-1.9794, -4.6353, 1.0568)
H (-4.4686, 2.2350, 4.5083)
H (5.7676, -2.9001, 3.3849)
H (1.7178, -4.2256, 3.5642)
H (-3.4959, -0.0191, 0.1048)
H (-1.3973, 5.3806, -2.6689)
H (-4.8555, -1.0226, -1.6706)
H (2.0569, 5.3906, -0.1368)
H (-3.6477, 4.1274, 3.1400)
H (-4.0109, -1.0982, -4.0013)
H (0.1010, -1.7953, -4.5869)
H (-1.7655, -2.2668, -0.3382)
H (-1.9696, 3.1277, -1.8791)



ORCA calculation (ωB97M-V/def2-TZVPD) on a cluster of 2 separate species, C28H24NO2S in total at a distorted geometry.

Properties
* charge: +1
* E_HOMO: -0.330 Eh
* Kohn-Sham gap: 2.78 eV

Positions of all 56 atoms, in Å:
S (-1.7847, -1.1733, -3.1055)
O (5.3090, 1.6740, -3.0545)
O (5.4244, -0.4812, -2.6175)
N (4.7709, 0.5501, -2.9056)
C (2.6303, 1.7064, 2.4659)
C (-0.8680, 0.2787, -3.2038)
C (1.2773, -3.3808, 1.9068)
C (-3.3811, -0.5628, -3.7540)
C (0.9525, 3.4702, 2.3093)
C (2.6171, 1.6176, -3.3537)
C (2.6966, -0.7772, -2.8423)
C (1.2361, 1.5644, -3.4231)
C (2.7768, -1.4998, 2.3189)
C (1.6734, 0.8014, 2.0589)
C (-1.8940, -0.0526, 1.8114)
C (-0.4703, 0.0073, 1.5870)
C (0.3104, 1.2089, 1.8081)
C (1.3154, -0.8455, -2.9099)
C (-0.0461, 2.5480, 1.9839)
C (2.2698, 3.0554, 2.5697)
C (0.5270, 0.3282, -3.1620)
C (-4.5975, -0.0619, 2.5537)
C (3.3581, 0.4510, -3.0565)
C (-2.1102, -1.1745, -1.3215)
C (2.5380, -2.8777, 2.2686)
C (-4.0898, 0.9877, 1.7800)
C (0.4213, -1.1358, 1.7057)
C (1.7375, -0.6414, 2.0020)
C (0.2074, -2.5162, 1.6344)
C (-3.7694, -1.1246, 2.9321)
C (-2.7509, 1.0024, 1.4026)
C (-2.4286, -1.1223, 2.5760)
H (-4.7276, 1.8273, 1.4873)
H (3.7474, -1.0833, 2.5882)
H (3.3498, -3.5705, 2.4881)
H (-1.7543, -1.8878, 2.9741)
H (0.8325, -1.8186, -2.8593)
H (1.1196, -4.4596, 1.8582)
H (-2.8915, -1.8868, -1.0478)
H (-1.1775, -1.4188, -0.8181)
H (3.3009, -1.6575, -2.6427)
H (-3.2969, -0.5218, -4.8457)
H (-2.3460, 1.8339, 0.8174)
H (0.6878, 4.5257, 2.3993)
H (0.6747, 2.4386, -3.7554)
H (-4.1518, -1.9431, 3.5444)
H (-0.7734, -2.9134, 1.3755)
H (-2.4137, -0.1583, -1.0564)
H (-1.0803, 2.8779, 1.8996)
H (3.0191, 3.7912, 2.8491)
H (-5.6410, -0.0510, 2.8643)
H (3.1654, 2.5348, -3.5367)
H (-1.4275, 1.1848, -3.4521)
H (-3.5345, 0.4377, -3.3380)
H (-4.1759, -1.2521, -3.4512)
H (3.6355, 1.3468, 2.6927)



ORCA calculation (ωB97M-V/def2-TZVPD) on a structure of composition C28H25AsN2O11PPmS at a distorted geometry.

Properties
* charge: -2
* ⟨S²⟩: 6.0054
* E_HOMO (alpha / beta): -0.073 / -0.073 Eh
* 2S+1: 5
* Kohn-Sham gap (alpha / beta): 4.63 / 4.63 eV

Positions of all 70 atoms, in Å:
Pm (-0.2559, 0.0428, 0.9085)
As (-3.2824, -3.3605, 0.4316)
S (0.9059, -2.5717, 0.1406)
P (2.2517, -0.1718, -2.3172)
O (1.1240, -1.6624, 1.3244)
O (-0.1424, 0.0880, 3.1663)
O (-0.0075, -3.6423, 0.5079)
O (-0.0525, 2.4084, 1.1974)
O (-3.0537, 3.7080, 6.6112)
O (-3.9992, -1.5927, 2.6968)
O (-2.2338, -0.7490, 1.4853)
O (-4.0429, 1.7327, 7.0120)
O (0.0649, -1.5591, -0.7695)
O (2.0671, -3.1703, -0.4762)
O (-0.0301, 4.0835, 2.6427)
N (-0.3637, 2.9239, 2.3587)
N (-3.3058, 2.5102, 6.3216)
C (-1.1851, 2.2174, 3.2948)
C (2.8913, 0.4550, -0.7365)
C (-2.6880, 1.9622, 5.1886)
C (3.6344, -0.3380, 0.1575)
C (3.3859, 0.6255, -3.3957)
C (4.2736, -0.2100, -4.1250)
C (-0.0739, 1.0868, -1.5826)
C (-2.5148, 0.2120, 3.5733)
C (0.7567, 0.7557, -2.6192)
C (0.3977, 1.1948, -3.9600)
C (3.7364, 1.4429, 1.7825)
C (3.2099, 2.2871, 0.8335)
C (-3.0347, -0.8304, 2.5591)
C (-1.7679, 2.7540, 4.4638)
C (-3.1688, 0.7407, 4.6108)
C (-1.3998, 2.4617, -2.9304)
C (-5.2074, -4.0032, 0.2508)
C (4.0351, 2.4621, -4.8350)
C (4.7977, 1.6277, -5.6536)
C (2.7536, 1.7837, -0.3739)
C (4.9381, 0.2781, -5.2239)
C (-1.1837, 0.7785, 3.2116)
C (-0.7134, 2.0134, -4.0433)
C (3.9495, 0.1014, 1.4834)
C (-2.7429, -4.5023, -1.1796)
C (3.3303, 1.9867, -3.7326)
C (-1.1327, 1.9487, -1.6590)
C (-2.6382, -4.5647, 1.8883)
H (-5.5808, -3.5679, -0.6933)
H (3.8586, 3.5001, -5.0883)
H (-1.6743, -4.6159, -0.9430)
H (-2.0999, 3.2921, -3.0371)
H (2.6653, 2.6851, -3.2108)
H (3.7275, -1.3894, -0.0523)
H (0.9883, 0.9434, -4.8171)
H (-5.3184, -5.0841, 0.2335)
H (-4.0068, 0.2152, 5.0407)
H (-1.8334, 2.2070, -0.8844)
H (-5.6698, -3.6244, 1.1265)
H (3.9590, 1.8458, 2.8141)
H (-2.4569, -3.9973, 2.8115)
H (-1.7130, -4.9847, 1.4453)
H (2.0785, 2.4622, -0.9008)
H (-3.2027, -5.5352, -1.1700)
H (5.3568, 2.0127, -6.5380)
H (4.4454, -1.2487, -3.8321)
H (-1.5095, 3.7549, 4.8012)
H (-0.9975, 2.3964, -5.0261)
H (5.5261, -0.3845, -5.9004)
H (-2.9469, -3.9798, -2.1024)
H (-3.3587, -5.4108, 2.0737)
H (3.2706, 3.3203, 1.0662)
H (4.2097, -0.5580, 2.2937)



ORCA calculation (ωB97M-V/def2-TZVPD) on a structure of composition C28H25Cl5N2O10P2SW at a distorted geometry.

Properties
* charge: -2
* E_HOMO: -0.078 Eh
* Kohn-Sham gap: 5.81 eV

Positions of all 74 atoms, in Å:
W (-1.5101, 1.0733, 0.0005)
Cl (-8.4910, -1.0149, -2.5259)
Cl (-5.6908, 1.4057, 1.4326)
Cl (-5.8464, -2.3751, -3.4933)
Cl (-3.1905, -1.8881, -1.9584)
Cl (-8.4181, 0.8546, -0.0194)
S (1.6506, 1.2442, 2.0952)
P (-2.4962, 2.6433, 2.1588)
P (-3.0145, 3.2729, -1.5965)
O (2.0564, 2.3367, 1.2381)
O (-3.5268, 2.8149, 3.1958)
O (-2.8403, 2.8564, 0.6754)
O (-3.4595, 0.0992, 0.2711)
O (-4.4517, 3.3425, -1.9353)
O (-2.5574, 1.7254, -1.5226)
O (-0.4089, 2.6101, -0.2800)
O (1.2835, 1.5911, 3.4538)
O (-1.2052, 3.5949, 2.4626)
O (-1.8433, 1.2080, 2.0322)
N (-1.1236, -0.9854, 1.0401)
N (0.5666, 0.4100, 1.2996)
C (-4.6218, -1.0617, -1.4748)
C (-6.9994, -0.7119, -1.7060)
C (4.6428, -1.1158, 3.4566)
C (-0.5257, 0.0292, -1.3074)
C (-0.4051, 1.6136, -3.3953)
C (2.3593, -0.7703, -2.7738)
C (3.7418, -0.6935, -2.6491)
C (-5.7659, 0.3861, 0.0582)
C (-5.8222, -1.3063, -2.1338)
C (3.5585, -0.3650, 1.0208)
C (3.5451, 1.5886, -1.9622)
C (-6.9586, 0.1281, -0.5898)
C (-1.6668, -2.7456, 2.5354)
C (-4.5320, -0.1821, -0.3740)
C (-0.5816, -2.4040, 3.3468)
C (3.0370, 0.1396, 2.2044)
C (0.2250, -1.3443, 3.0056)
C (-0.3770, -0.8350, -3.6625)
C (6.3620, -2.5667, 2.3155)
C (3.5708, -0.2337, 3.4248)
C (4.3456, 0.4917, -2.2557)
C (4.6261, -1.2420, 1.0651)
C (1.5445, 0.3356, -2.5272)
C (5.1855, -1.6288, 2.2838)
C (2.1670, 1.5100, -2.0946)
C (-1.9274, -1.9754, 1.4198)
C (0.0232, 0.3063, -2.7139)
C (-0.0666, -0.6710, 1.8104)
H (-1.4421, 1.5479, -3.7160)
H (-0.2138, -1.8192, -3.2165)
H (-0.5562, 3.1094, 2.9889)
H (5.4230, 0.5547, -2.1553)
H (-1.4366, -0.7505, -3.8903)
H (1.9165, -1.7057, -3.0906)
H (5.0603, -1.4172, 4.4117)
H (5.0273, -1.6390, 0.1389)
H (-2.3329, -3.5546, 2.8009)
H (0.1884, -0.7742, -4.5987)
H (0.2255, 1.7802, -4.2760)
H (1.5586, 2.3683, -1.8448)
H (3.1368, 0.1689, 4.3316)
H (-0.3988, -2.9476, 4.2666)
H (-0.3199, 2.4677, -2.7289)
H (3.9919, 2.5102, -1.6099)
H (6.4757, -3.0245, 3.2989)
H (1.0143, -0.9950, 3.6515)
H (0.4246, 2.7246, 0.1952)
H (6.2502, -3.3634, 1.5787)
H (3.1127, -0.0728, 0.0775)
H (7.2895, -2.0364, 2.0858)
H (-0.1122, -0.9268, -0.9863)
H (-2.7970, -2.1329, 0.8009)
H (4.3474, -1.5674, -2.8650)



no.,DFT total energy (eV)
1,-88667.6984
2,-45833.9746
3,-152457.6344
4,-146756.9798